{"formula": "C25H20FN2O8S3", "method": "the ωB97M-V functional and the def2-TZVPD basis", "symbols": ["C", "C", "C", "C", "S", "C", "C", "C", "C", "C", "N", "O", "O", "C", "C", "O", "O", "C", "C", "H", "H", "H", "H", "H", "H", "H", "H", "H", "H", "C", "C", "C", "C", "S", "N", "F", "S", "C", "C", "C", "C", "C", "C", "O", "O", "O", "O", "C", "C", "H", "H", "H", "H", "H", "H", "H", "H", "H", "H"], "coordinates": [[-3.779, 2.408, -1.752], [-4.085, 1.230, -1.101], [-3.669, 0.023, -1.626], [-2.953, -0.001, -2.800], [-2.485, -1.572, -3.523], [-0.881, -1.868, -2.786], [-0.152, -2.986, -3.071], [1.121, -3.173, -2.454], [1.869, -4.280, -2.718], [1.408, -5.253, -3.597], [2.216, -6.426, -3.863], [1.787, -7.279, -4.652], [3.309, -6.536, -3.289], [0.171, -5.101, -4.217], [-0.600, -4.002, -3.971], [-3.408, -2.633, -2.967], [-2.241, -1.351, -4.999], [-2.624, 1.170, -3.441], [-3.040, 2.379, -2.918], [-4.138, 3.348, -1.364], [-4.676, 1.250, -0.201], [-3.924, -0.910, -1.148], [-0.497, -1.137, -2.105], [1.483, -2.422, -1.774], [2.831, -4.426, -2.257], [-0.155, -5.874, -4.894], [-1.557, -3.883, -4.452], [-2.070, 1.125, -4.366], [-2.815, 3.295, -3.437], [3.383, -2.637, 3.323], [2.979, -2.014, 4.485], [2.879, -0.638, 4.534], [3.187, 0.111, 3.423], [3.134, 1.922, 3.495], [1.461, 2.218, 3.120], [1.366, 1.773, 1.862], [1.328, 3.946, 3.078], [-0.402, 4.105, 2.563], [-0.700, 4.268, 1.232], [-2.009, 4.458, 0.839], [-3.019, 4.474, 1.778], [-2.715, 4.302, 3.112], [-1.405, 4.114, 3.505], [1.290, 4.484, 4.480], [2.078, 4.669, 1.991], [3.366, 2.172, 4.958], [4.171, 2.342, 2.486], [3.589, -0.503, 2.262], [3.689, -1.879, 2.211], [3.485, -3.711, 3.290], [2.761, -2.603, 5.361], [2.596, -0.135, 5.446], [0.106, 4.278, 0.514], [-2.239, 4.620, -0.201], [-4.039, 4.652, 1.474], [-3.499, 4.337, 3.850], [-1.147, 4.010, 4.548], [3.853, 0.108, 1.413], [4.027, -2.361, 1.309]], "total_charge": -1, "gap_ha": 0.1759, "relative_energy_kj_mol": 214.4, "lumo_energy_ev": 1.358, "multiplicity": 1}